DFT (the ωB97M-V functional and the def2-TZVPD basis) results for a structure of composition C57H90Br2N5O5PSi2Sn.

```
163
Properties=species:S:1:pos:R:3:forces:R:3:lowdin_charge:R:1
Sn 0.4319 1.2582 -1.4179 0.2625 0.2145 0.3643 1.247
C 3.9143 -1.3864 -1.6003 -0.0082 0.0192 0.0258 -0.046
C 3.8898 0.0879 -1.2722 -0.0116 -0.0856 -0.0820 -0.202
C 3.8473 0.4871 0.0638 0.0268 0.0211 0.0821 -0.194
C 3.9743 -0.5553 1.1492 -0.0201 0.0163 -0.0346 -0.049
C 3.6824 1.8361 0.3931 -0.0622 0.0134 0.0281 -0.193
C 3.5380 2.2323 1.8487 -0.0166 -0.0543 -0.0564 -0.051
C 3.6095 2.7958 -0.6239 -0.0359 0.0510 0.0196 -0.201
C 3.5082 4.2710 -0.2910 0.0628 -0.1073 0.0101 -0.042
C 3.6504 2.3909 -1.9640 0.0230 0.0691 -0.0027 -0.218
C 3.4711 3.3964 -3.0757 0.0476 -0.0636 -0.0421 -0.039
C 3.8369 1.0432 -2.2875 -0.0569 -0.0252 -0.1317 -0.206
C 3.9683 0.6429 -3.7400 -0.0186 0.0148 0.0265 -0.036
H 4.9261 -1.8044 -1.5600 -0.0114 -0.0080 -0.0065 0.095
H 3.5071 -1.5807 -2.5906 0.0021 0.0041 0.0158 0.071
H 3.2929 -1.9332 -0.8915 -0.0246 0.0055 -0.0072 0.050
H 2.9988 -0.9903 1.3933 0.0320 -0.0075 -0.0079 0.043
H 4.3907 -0.1330 2.0622 -0.0177 0.0055 0.0110 0.066
H 4.6327 -1.3682 0.8417 -0.0182 0.0169 -0.0038 0.080
H 4.5016 2.2388 2.3693 -0.0341 0.0203 -0.0035 0.093
H 2.8868 1.5292 2.3738 0.0584 0.0089 -0.0165 0.028
H 3.0995 3.2234 1.9562 0.0135 -0.0330 0.0040 0.060
H 2.4674 4.6033 -0.2165 0.0278 0.0125 -0.0002 0.055
H 3.9882 4.8768 -1.0577 -0.0246 -0.0013 0.0112 0.077
H 4.0074 4.5017 0.6489 -0.0213 -0.0051 -0.0111 0.072
H 4.4326 3.7640 -3.4527 -0.0411 -0.0051 0.0003 0.097
H 2.8956 4.2536 -2.7448 -0.0472 0.0892 0.0079 0.046
H 2.9276 2.9623 -3.9154 0.0106 0.0053 0.0325 0.079
H 2.9860 0.5334 -4.2088 0.0496 -0.0065 0.0252 0.069
H 4.5080 -0.2952 -3.8525 0.0165 0.0203 0.0137 0.072
H 4.5156 1.3997 -4.3017 0.0071 -0.0102 0.0119 0.079
C -4.0675 2.6189 1.9432 0.0533 0.0358 -0.0611 -0.039
O -3.4088 1.7681 1.0020 0.0802 -0.0452 0.0869 -0.003
C -2.0898 1.8668 0.8058 -0.0050 0.1758 -0.0213 -0.590
O -1.5488 1.0837 0.0503 -0.1535 0.0178 -0.0545 -0.095
N -1.4343 2.8169 1.5332 0.0353 -0.1283 -0.0790 0.025
N -0.0504 2.9321 1.3432 0.0003 0.0027 -0.0209 0.039
H -5.0968 2.2785 1.9713 -0.0361 -0.0108 -0.0056 0.101
H -4.0511 3.6593 1.6110 0.0001 -0.0361 -0.0336 0.079
H -3.6224 2.5225 2.9328 0.0288 -0.0324 0.0681 0.088
H -1.9402 3.6353 1.8285 -0.0218 -0.0210 0.0942 0.133
H 0.4302 2.6298 2.1837 0.0271 0.0703 -0.0190 0.031
H 0.1978 3.8838 1.1029 -0.0094 0.0053 -0.0837 0.067
C 1.2532 1.6054 5.9102 -0.0093 0.0019 0.0288 -0.101
C -0.1011 0.8868 5.8048 -0.0048 -0.0286 0.0092 -0.618
C -1.0669 1.8537 5.1023 0.0442 0.0850 0.0157 -0.117
C -0.6328 0.6310 7.2272 -0.0296 0.0329 -0.0566 -0.084
Si 0.1126 -0.7579 4.8333 0.1264 0.0032 -0.0909 0.488
Br 0.4513 -0.1558 2.6650 -0.1583 -0.0886 0.1182 0.621
C 1.7046 -1.7255 5.3142 -0.0393 -0.0182 0.0485 -0.617
C 2.9879 -1.0257 4.8383 0.0030 -0.0391 0.0321 -0.108
C 1.6959 -3.1106 4.6463 0.0573 -0.0040 0.0020 -0.100
C 1.8018 -1.9144 6.8389 -0.0088 -0.0082 -0.0342 -0.086
C -1.4677 -1.8459 4.8186 -0.0090 0.0217 0.0242 -0.614
C -2.7286 -0.9778 4.6754 0.0112 -0.0329 -0.0286 -0.097
C -1.4812 -2.8267 3.6373 -0.0322 -0.0378 0.0175 -0.127
C -1.5848 -2.6490 6.1260 -0.0140 0.0166 0.0028 -0.085
H 1.0979 2.6005 6.3416 0.0039 -0.0313 -0.0102 0.088
H 1.7290 1.7334 4.9334 -0.0283 0.0201 0.0375 0.068
H 1.9474 1.0746 6.5625 -0.0061 0.0286 -0.0285 0.065
H -0.9987 2.8346 5.5890 -0.0178 -0.0509 -0.0131 0.089
H -2.1024 1.5287 5.1722 -0.0214 -0.0117 -0.0479 0.058
H -0.8216 1.9854 4.0477 -0.0286 0.0187 0.0170 0.023
H -0.6809 1.5813 7.7712 0.0054 -0.0260 -0.0176 0.091
H 0.0029 -0.0443 7.8011 -0.0003 0.0141 -0.0034 0.067
H -1.6418 0.2131 7.2127 0.0509 0.0383 0.0208 0.064
H 2.9946 -0.8932 3.7581 0.0014 -0.0017 -0.0313 0.025
H 3.8443 -1.6582 5.1009 -0.0289 0.0313 -0.0049 0.092
H 3.1447 -0.0542 5.3017 0.0080 -0.0189 -0.0147 0.061
H 1.5886 -3.0341 3.5600 -0.0083 -0.0091 0.0421 0.062
H 0.9051 -3.7567 5.0294 0.0464 0.0172 -0.0184 0.064
H 2.6513 -3.6076 4.8506 -0.0306 0.0178 -0.0018 0.090
H 1.9560 -0.9644 7.3535 0.0049 -0.0363 0.0037 0.065
H 2.6632 -2.5513 7.0695 -0.0269 0.0140 -0.0170 0.090
H 0.9162 -2.3913 7.2643 0.0509 0.0161 -0.0010 0.067
H -2.6826 -0.3353 3.7904 -0.0039 -0.0185 0.0377 0.075
H -2.9082 -0.3584 5.5546 -0.0060 0.0023 -0.0368 0.062
H -3.5966 -1.6380 4.5619 0.0261 0.0304 -0.0048 0.089
H -1.4572 -2.3150 2.6731 0.0628 -0.0296 0.0407 0.037
H -2.4129 -3.4049 3.6857 0.0525 -0.0078 0.0059 0.087
H -0.6558 -3.5359 3.6666 -0.0185 0.0161 -0.0457 0.057
H -1.5662 -2.0100 7.0124 -0.0163 -0.0462 -0.0286 0.069
H -0.7891 -3.3880 6.2281 -0.0384 0.0065 -0.0066 0.064
H -2.5372 -3.1911 6.1309 0.0228 0.0122 -0.0021 0.090
C -4.8905 4.7520 -0.8243 0.0446 -0.0210 -0.0369 -0.113
C -3.8981 5.6257 -0.3966 -0.0192 -0.0167 0.0037 -0.113
C -2.5657 5.3617 -0.6904 0.0096 0.0899 -0.0407 -0.128
C -2.1833 4.2313 -1.4221 -0.0839 -0.2466 0.0688 -0.331
C -3.2009 3.3585 -1.8300 0.0010 0.0216 -0.0077 -0.105
C -4.5364 3.6163 -1.5415 0.0065 0.0551 0.0168 -0.086
Si -0.3509 3.8948 -1.8416 -0.2585 0.2606 -0.2344 0.635
C -0.1550 4.6060 -3.5925 0.0278 -0.1317 -0.0592 -0.326
C 0.7371 5.6422 -3.8789 0.0191 -0.0033 0.0224 -0.134
C 0.9487 6.0785 -5.1815 -0.0506 -0.0409 -0.0218 -0.095
C 0.2644 5.4850 -6.2343 -0.0002 0.0247 0.0314 -0.099
C -0.6504 4.4727 -5.9724 0.0076 0.0201 0.0228 -0.085
C -0.8555 4.0474 -4.6677 -0.0117 0.0017 0.0397 -0.105
H -5.9305 4.9578 -0.6017 -0.0037 -0.0043 -0.0058 0.099
H -4.1655 6.5192 0.1552 0.0090 0.0113 0.0019 0.098
H -1.8065 6.0726 -0.3751 -0.0201 -0.0458 0.0104 0.087
H -2.9428 2.4529 -2.3714 0.0107 0.0468 0.0474 0.086
H -5.3037 2.9248 -1.8701 0.0227 0.0040 -0.0053 0.104
H 0.2646 4.9961 -1.0149 0.1863 -0.1312 0.0976 -0.034
H 1.2720 6.1242 -3.0656 0.0159 -0.0297 -0.0354 0.088
H 1.6469 6.8839 -5.3769 -0.0019 -0.0115 0.0136 0.097
H 0.4340 5.8181 -7.2513 -0.0046 -0.0095 0.0228 0.097
H -1.2015 4.0128 -6.7853 0.0094 0.0075 0.0261 0.101
H -1.5927 3.2721 -4.4810 0.0342 -0.0374 -0.0112 0.090
O 0.2962 -1.6466 -1.0153 -0.0188 -0.0127 -0.0047 -0.351
P -0.3437 -2.9815 -1.0563 0.0333 -0.1002 0.2139 0.520
N -0.8898 -3.2923 -2.5760 0.0348 -0.0259 -0.2054 -0.175
C -0.5015 -2.4872 -3.7463 -0.1273 -0.0813 0.0366 -0.179
C -0.4493 -3.5175 -4.8661 -0.0765 -0.0195 0.0257 -0.157
C -1.6216 -4.4375 -4.5118 0.0616 0.0448 0.0049 -0.160
C -1.5603 -4.5331 -2.9810 0.0487 0.0859 -0.0599 -0.188
N 0.6161 -4.2908 -0.6500 0.2208 0.2365 0.0578 -0.176
C 1.6618 -4.6808 -1.6321 -0.0559 -0.0084 0.0883 -0.183
C 2.9097 -4.9987 -0.7970 -0.0617 -0.0626 0.0386 -0.160
C 2.3631 -5.2376 0.6123 0.0149 -0.0010 -0.0555 -0.166
C 1.2209 -4.2382 0.7024 -0.0797 -0.0934 -0.1381 -0.205
N -1.5776 -3.1370 0.0386 -0.1080 -0.0489 -0.1623 -0.172
C -2.6104 -2.0744 0.0030 0.0789 -0.0777 0.0705 -0.183
C -3.7588 -2.6804 0.7966 -0.0117 -0.0575 0.0212 -0.168
C -3.6935 -4.1585 0.4057 0.0063 0.0517 0.0267 -0.164
C -2.1907 -4.4386 0.3838 -0.0031 0.1858 0.0416 -0.202
H 0.4370 -1.9617 -3.5698 -0.0011 -0.0353 0.0168 0.112
H -1.2690 -1.7378 -3.9633 0.0533 -0.0659 0.0555 0.102
H 0.4921 -4.0714 -4.8267 0.0103 0.0091 -0.0066 0.110
H -0.5459 -3.0626 -5.8521 0.0148 -0.0163 -0.0058 0.109
H -1.5651 -5.4170 -4.9846 -0.0166 -0.0019 -0.0158 0.107
H -2.5575 -3.9654 -4.8179 -0.0108 -0.0131 0.0004 0.111
H -0.9873 -5.4099 -2.6608 0.0167 0.0020 0.0138 0.102
H -2.5592 -4.6126 -2.5437 -0.0048 0.0071 0.0040 0.101
H 1.8586 -3.8863 -2.3573 0.0004 0.0155 0.0349 0.102
H 1.3292 -5.5603 -2.1884 -0.0396 -0.0033 -0.0104 0.105
H 3.5910 -4.1489 -0.7936 0.0087 0.0442 0.0022 0.090
H 3.4506 -5.8593 -1.1897 0.0149 0.0248 -0.0089 0.109
H 3.1110 -5.0864 1.3911 -0.0116 -0.0182 -0.0039 0.109
H 1.9731 -6.2544 0.6979 -0.0026 0.0056 0.0253 0.113
H 1.5965 -3.2325 0.9319 -0.0042 0.0093 -0.0206 0.101
H 0.4804 -4.5034 1.4563 -0.0291 0.0074 0.0371 0.096
H -2.9241 -1.8685 -1.0295 0.0246 0.0124 0.0079 0.122
H -2.2255 -1.1454 0.4188 0.0229 -0.0236 -0.0028 0.087
H -4.7144 -2.2096 0.5678 -0.0015 -0.0086 -0.0012 0.113
H -3.5660 -2.5732 1.8679 -0.0833 0.0187 -0.1013 0.083
H -4.1232 -4.2978 -0.5899 0.0143 -0.0046 -0.0040 0.104
H -4.2215 -4.8138 1.0980 -0.0215 -0.0151 -0.0116 0.108
H -1.9087 -5.2231 -0.3166 -0.0055 0.0020 -0.0234 0.095
H -1.8527 -4.7532 1.3752 0.0405 -0.0025 0.0560 0.096
Br 0.2860 -0.0129 -9.1156 -0.0156 0.0001 0.0242 0.730
C -0.8376 0.1393 -7.5936 0.0262 -0.0034 -0.0615 -0.678
C -2.2053 -0.0205 -7.7453 -0.0563 0.0165 0.0541 -0.126
C -3.0243 0.0917 -6.6278 0.0375 -0.0046 -0.0108 -0.063
C -2.4758 0.3575 -5.3825 0.0127 -0.0011 0.0091 -0.023
C -1.1012 0.5176 -5.2525 -0.0672 0.0446 0.0194 -0.158
C -0.2727 0.4112 -6.3618 0.0612 0.0099 -0.0062 -0.060
C -0.4908 0.8126 -3.9178 0.0017 0.0316 0.1065 -0.677
O 0.7430 1.0093 -3.8333 -0.2583 0.0381 0.0572 -0.110
O -1.2492 0.8563 -2.8915 0.2425 -0.0430 -0.2876 -0.176
H -2.6230 -0.2241 -8.7217 0.0008 -0.0093 0.0070 0.099
H -4.0942 -0.0308 -6.7351 0.0026 0.0038 -0.0095 0.106
H -3.0958 0.4399 -4.4990 -0.0030 0.0024 -0.0215 0.119
H 0.7946 0.5467 -6.2463 -0.0422 0.0065 0.0015 0.116
```
Positions in Å, forces in eV/Å.

The HOMO-LUMO gap comes out at 6.91 eV. The calculation puts the total energy at -249225.8964 eV. Its spin multiplicity is 1. Its LUMO energy is 0.015 Ha. As for the largest force on an atom: 0.0097 hartree/bohr. The energy above the lowest of the compared OMol25 structures with the same formula, charge and spin comes out at 0.000 eV.